Density functional theory data (ωB97M-V/def2-TZVPD) for one molecule with the formula C32H32N2O3.

Atoms and positions in Å:
H  -1.2402  2.4699  2.1378
N  -2.8163  2.2023  0.7397
C  -4.1254  2.6395  -3.6128
C  -1.8648  -4.2766  -1.0077
N  -3.0469  2.3724  -1.4114
H  3.3641  2.1593  1.3284
H  -5.0971  2.9494  -1.3842
C  -2.1628  2.0070  -0.4197
C  0.6165  -1.2821  -1.3245
H  -3.6300  -4.5969  -2.2527
C  -0.7292  -3.4731  -0.7759
H  -2.1783  0.9393  2.3520
H  -1.1281  1.0483  -2.9452
C  -0.6831  1.7684  -0.5067
H  -4.7762  2.7750  1.2775
C  1.2777  0.5589  0.4812
C  1.3212  -1.1674  0.0602
C  -2.7939  2.4604  -2.8962
C  4.9793  -2.7543  3.3729
C  -0.4377  -2.3512  -1.5702
H  0.4127  -0.6437  2.6860
H  2.2393  -3.5549  1.4721
H  3.3852  -4.2125  3.5858
C  3.8054  -3.3983  2.9945
C  3.2264  0.4700  4.2851
C  -4.2591  2.6899  -0.8437
H  -0.0440  -3.7649  0.0358
O  0.8618  -0.4986  -2.2333
C  1.9286  0.6231  1.8274
C  -1.9119  3.6606  -3.1830
H  -3.9247  2.6416  -4.6894
H  3.7549  0.3666  5.2380
H  -2.0844  1.1780  -4.4491
C  -4.1202  2.5721  0.5138
C  -2.7203  -4.0192  -2.0764
C  1.3763  -0.1495  2.8533
H  1.6895  -0.9597  4.8012
C  3.6689  1.3644  3.3162
O  3.5637  -0.8422  -1.0928
H  -1.7799  3.7344  -4.2744
H  -2.1082  -5.1155  -0.3433
H  -0.9355  -1.4855  -3.4969
H  6.4137  -1.2099  2.8770
C  2.8413  -1.2510  -0.1322
H  4.5564  1.9704  3.5117
C  -1.2456  -2.2147  -2.7513
O  0.0842  2.4602  -1.1917
C  -2.1433  1.1660  -3.3465
C  4.8074  -1.3327  1.4255
H  1.8975  0.8898  -0.3810
H  -2.4005  4.5806  -2.8384
H  -4.5986  3.5967  -3.3674
H  0.9534  -1.9822  0.7104
C  3.0372  1.4496  2.0702
H  -2.9177  2.5100  2.7554
H  -0.9315  3.5559  -2.7014
H  5.4872  -3.0590  4.2942
H  -4.8157  1.8136  -3.4063
H  -2.7619  0.3101  -3.0497
C  3.5706  -1.8966  1.0708
C  -2.2405  2.0062  2.0663
H  5.2477  -0.5466  0.7957
H  -0.8218  0.0591  0.9604
H  -3.0273  -2.7500  -3.8361
C  -2.3791  -2.9739  -2.9648
C  -0.1523  0.7257  0.4036
C  3.1153  -2.9992  1.8156
C  2.0581  -0.2657  4.0683
C  5.4926  -1.7173  2.5723

The total energy is -42823.0352 eV. Its multiplicity is 1. The HOMO energy is -6.44 eV. Its gap between HOMO and LUMO is 6.793 eV.

***

Density functional theory data (ωB97M-V/def2-TZVPD) for C32H32N2O9P2TeV as an isolated structure.

Atoms and positions in Å:
O  11.5477  13.1117  10.0284
H  5.7484  12.4167  8.9927
C  8.5922  6.6389  10.2189
O  12.8036  11.2798  5.0773
H  11.9942  8.2574  11.2124
C  9.1595  8.8958  10.8562
H  7.9498  5.7809  10.3401
Te  13.2916  9.9429  12.5295
C  8.3200  13.6952  8.5303
H  7.7320  7.6620  11.8778
H  8.3602  9.0541  14.2713
H  9.5120  6.0035  8.4189
C  10.7814  15.7599  10.5009
H  6.2721  11.2339  7.6795
O  14.0614  15.4561  7.3435
H  10.7796  8.0514  8.0280
C  10.7382  10.2970  9.5080
C  10.3861  9.4392  13.5685
H  12.2093  15.2719  7.1873
C  9.7676  12.1122  13.8126
H  11.5598  15.7245  5.8055
C  10.1727  7.9378  8.9208
H  10.2437  15.6927  13.8735
C  10.2081  15.3754  9.2163
C  8.4346  7.7402  11.0814
C  10.1315  15.3618  11.6656
H  12.3809  8.3982  8.8270
H  12.0701  13.9029  3.6967
C  6.3902  12.2369  8.1214
O  12.3406  13.7222  8.9556
C  7.8320  12.4248  8.4297
H  12.1774  10.8685  4.4222
H  12.3069  16.8939  9.5181
C  9.4207  6.7942  9.1311
P  14.3254  14.1856  6.6301
O  14.7843  12.9683  7.4253
C  12.9397  14.1573  4.2836
C  9.1666  9.8036  14.1001
C  8.8520  11.1212  14.2145
O  15.4312  13.3292  10.9577
C  9.5786  13.9662  9.0588
C  10.6068  15.8450  12.8599
H  10.8089  14.4661  6.5529
V  13.2744  11.9762  8.5946
N  11.7419  14.8801  6.3551
P  12.0530  12.1202  6.2303
H  12.1355  17.0408  13.7437
H  7.8063  11.4225  14.5098
O  15.4292  14.3812  5.5511
H  16.0077  13.6102  5.4136
H  13.3179  15.1807  4.0613
C  14.7792  12.6752  10.2593
H  9.2176  14.8015  11.6057
H  13.1940  17.6862  11.6576
H  13.6508  13.4309  3.8697
C  9.9059  11.5450  9.3270
H  9.4631  13.1513  13.8363
H  8.9625  9.8059  11.4304
C  12.7079  13.8507  5.7555
C  10.1009  9.0305  9.8240
C  12.8370  9.1416  9.5252
C  12.3569  17.0196  11.6655
C  8.5967  11.3546  8.7789
C  11.8094  16.6255  12.8224
C  11.8638  16.5761  10.4849
H  13.6879  7.8133  10.9245
O  10.5543  12.2688  6.0331
H  8.2287  10.3687  8.7149
N  12.0472  10.4086  9.3595
H  13.8315  9.4064  9.0991
C  11.2745  10.4246  13.0989
H  10.6670  8.4446  13.3278
H  6.0148  12.9492  7.4215
C  12.9413  8.5677  10.8817
H  11.5238  12.5415  12.7711
C  10.3337  12.8694  9.4809
O  10.2051  16.1977  8.2970
H  7.7570  14.5003  8.1306
C  10.9223  11.7681  13.2218

The total energy is -106670.2136 eV. Its expectation value of S² is 3.7671. Its multiplicity is 4. The HOMO energy (spin up / spin down) is -7.24 / -7.65 eV. Its gap between HOMO and LUMO (spin up / spin down) is 6.921 / 7.138 eV. The calculation puts the energy above the lowest of the compared OMol25 structures with the same formula, charge and spin at 136.5 kcal/mol.

***

Density functional theory data (ωB97M-V/def2-TZVPD) for C32H32N4O4 as an isolated structure.

Atoms and positions in Å:
C  -26.8918  1.5040  17.6376
H  -24.6602  1.0266  17.2552
C  -17.9526  0.2869  18.9978
C  -28.1172  -0.5278  17.3153
C  -23.7123  2.1892  20.1143
H  -18.6487  -0.2695  15.3177
O  -24.8833  1.2257  9.8727
H  -29.1572  -1.0657  17.3184
H  -24.7756  1.7959  9.0673
C  -23.2255  4.0225  18.7476
H  -26.7376  1.2724  14.2435
C  -17.2505  -3.3072  14.7340
H  -20.6681  -0.6068  16.7657
C  -18.9165  -0.2482  19.6914
H  -17.1530  -0.1997  18.5230
C  -27.0218  -1.2635  16.9906
H  -25.3027  2.5839  21.6088
C  -25.9768  1.1569  12.1050
H  -20.6132  0.0598  20.9046
H  -24.4770  3.9161  10.3342
H  -23.3427  1.9805  13.7431
H  -19.6937  -3.2864  12.1274
H  -28.9897  1.3486  17.9190
N  -20.0476  1.8263  20.0426
H  -25.3623  5.1709  12.4205
H  -17.5536  2.2165  17.9527
H  -19.2969  3.5011  18.9063
C  -21.1878  0.0872  16.0018
H  -26.2623  -0.0193  12.0469
C  -25.7569  -0.7510  16.9863
H  -19.0257  -1.1672  20.0136
H  -24.4052  5.9165  19.1391
C  -21.5621  2.1555  14.9614
C  -18.9648  -3.0459  13.1892
H  -25.7907  2.8950  18.1794
C  -22.6777  1.5878  14.3068
O  -26.7060  2.8700  17.8758
H  -24.9521  -1.3542  16.5401
C  -25.2810  1.8770  11.0505
C  -26.2257  1.9404  13.3214
H  -22.6296  4.2144  17.9902
C  -25.5222  4.0081  12.3018
N  -17.5266  -2.2021  15.4312
N  -22.2714  -0.4645  15.4049
H  -16.4303  -3.9585  15.0968
H  -23.7586  -0.2626  14.1077
C  -19.9344  0.5240  20.2420
O  -26.6088  4.0356  14.4453
H  -17.6737  -4.8230  13.4078
C  -20.8717  1.3481  15.8252
C  -18.0082  -3.8242  13.6939
C  -25.1017  3.2171  11.0138
C  -26.0936  3.2690  13.3812
C  -24.2103  4.8286  19.3607
C  -18.0745  1.7055  18.7210
H  -26.4725  -3.0848  16.1169
C  -28.1543  0.7743  17.5901
C  -24.6038  3.0428  20.8148
H  -22.4605  1.8642  18.2379
O  -27.1279  -2.5307  16.4999
C  -25.7231  0.7332  17.3651
H  -27.3487  3.9577  15.0412
C  -22.9656  2.7540  19.0315
C  -19.1083  2.4631  19.2617
H  -19.8733  -1.0477  13.3605
H  -23.4032  1.2030  20.0724
C  -23.0320  0.2813  14.6380
C  -19.2405  -1.7932  13.8014
H  -21.1383  3.3943  14.6695
C  -18.4011  -1.3163  14.8216
N  -24.8867  4.2749  20.4133
H  -19.9213  2.0310  16.3566

The total energy is -47841.5660 eV. Its multiplicity is 1. The HOMO energy is -8.12 eV. Its gap between HOMO and LUMO is 8.542 eV. The calculation puts the energy above the lowest of the compared OMol25 structures with the same formula, charge and spin at 300.4 kcal/mol.

***

Density functional theory data (ωB97M-V/def2-TZVPD) for C32H33AsNO5PPd as an isolated structure.

Atoms and positions in Å:
C  0.0980  0.0274  1.2511
H  0.0411  -1.0098  1.5859
H  5.8758  2.1243  4.2938
C  0.1292  -1.3173  5.2028
H  3.2147  -1.1005  3.7608
H  3.3472  -3.3939  4.6527
C  -1.5073  2.9823  -0.3643
H  -3.3492  1.1335  -1.5857
C  -2.6682  -0.0524  0.0869
Pd  -1.3409  -1.4454  -1.7424
C  1.2098  -0.7822  4.5014
H  1.5750  3.7559  -2.5712
H  -0.6138  -3.0295  6.2470
C  -5.3299  -0.8137  0.3566
O  -0.9769  1.6451  -4.5731
C  -3.6360  0.4536  -0.7929
H  5.9954  3.3757  2.1682
C  5.0011  2.2073  3.6640
C  -4.3712  -1.3336  1.2204
C  2.4498  -2.8099  4.8041
H  -0.1541  -3.7735  -4.4784
C  0.7213  3.5387  -1.9441
C  2.6897  1.7291  3.2319
H  -2.3030  -1.3794  1.7579
H  -0.7642  -0.7292  5.3783
C  -0.6569  1.9540  -0.7713
H  -2.1068  -3.8543  -2.9083
H  -0.2758  2.0482  1.9863
H  1.8724  2.5708  1.4070
C  -0.6058  -2.9067  -4.9563
C  2.3789  -1.5194  4.3067
H  1.1112  1.4292  -1.8842
C  1.3264  -1.9508  -2.4633
H  -1.9005  5.0839  -0.4507
O  0.3280  -2.6746  -2.0912
C  -1.2377  4.2848  -0.7540
H  1.4399  -4.3538  5.8939
C  1.4969  -1.9280  -4.0382
C  -3.0448  -0.9640  1.0843
C  1.3738  -3.3495  5.4981
H  0.7718  0.1090  -5.3765
H  -6.3655  -1.1054  0.4664
C  -4.9614  0.0725  -0.6452
P  -0.9079  0.2531  -0.2604
H  3.9961  3.5951  0.7325
H  -2.5109  -1.8449  -4.8597
H  2.1765  -1.1273  -4.3119
O  -1.7016  -0.0264  -3.2849
H  1.9229  -2.8970  -4.3064
H  -0.5677  -3.0573  -6.0433
H  3.7583  1.0861  4.9982
H  -2.3825  2.7678  0.2374
O  2.0962  -1.3014  -1.7993
C  -0.1249  -0.4651  -5.1585
H  -2.6138  -3.5861  -5.1155
C  3.8130  1.6203  4.0573
C  -0.2546  1.0220  2.3561
O  -2.3325  -2.9535  -3.1759
H  1.1212  0.1724  0.8894
C  3.9402  3.0386  1.6578
H  -0.7223  -0.5617  -6.0675
H  -5.7059  0.4733  -1.3196
C  0.4569  2.2338  -1.5630
C  -1.0170  0.4946  -4.2286
C  -2.0816  -2.8021  -4.5751
As  1.0518  0.9814  3.8016
C  5.0648  2.9129  2.4673
C  2.7454  2.4581  2.0397
C  0.2150  -2.6071  5.6959
C  -0.1280  4.5614  -1.5420
H  -4.6616  -2.0264  1.9985
H  0.0691  5.5781  -1.8540
H  -1.2271  0.8093  2.8012
N  0.2352  -1.7502  -4.6825

The total energy is -119036.8340 eV. Its expectation value of S² is 6.0240. Its multiplicity is 5. As for the charge: +2. The HOMO energy (spin up / spin down) is -13.07 / -14.35 eV. Its gap between HOMO and LUMO (spin up / spin down) is 8.625 / 6.262 eV.

***

Density functional theory data (ωB97M-V/def2-TZVPD) for C32H33BFIrN12O6S2 as an isolated structure.

Atoms and positions in Å:
C  -4.4765  -2.4727  -1.8780
H  4.0857  0.7210  -2.7496
H  -5.1447  -3.3234  -2.0032
C  5.2305  -0.0076  4.1809
C  -0.9713  -0.4010  5.0698
C  -2.9690  -2.1005  5.9542
H  -1.7578  3.1957  1.2528
C  5.8638  -0.7350  3.1458
H  -0.6084  -3.1233  -0.2461
O  -2.1481  1.4155  0.2039
C  -4.8861  1.7938  -0.7768
C  -1.1181  -0.6262  6.4189
N  1.8237  -0.9797  2.0154
H  -2.2533  -1.6708  7.9151
C  -0.3576  -3.5653  0.7112
N  -4.0693  2.8864  -1.0182
H  1.7725  0.3202  -3.9587
N  1.8502  1.5329  2.1314
O  -0.7830  1.4204  -1.4721
H  -0.1989  0.2614  4.6990
H  5.1101  -1.0402  1.0842
C  -1.8128  -1.0212  4.1343
H  -2.7677  -3.6190  -2.5578
C  1.1370  -2.9489  2.7169
C  1.0825  3.4514  2.8730
C  1.2366  0.0400  -3.0544
H  0.9988  -1.0246  -3.1104
Ir  -0.1491  0.2465  0.3749
C  3.8550  0.6382  -0.5619
O  -0.6514  0.0982  2.3826
H  -1.0116  4.6921  1.8078
N  1.7066  0.2090  -0.5810
O  -3.6855  -2.5187  3.7686
B  2.6496  0.2965  1.7388
H  2.8460  2.3921  3.7559
H  0.3077  0.5899  -3.0069
H  0.1917  -4.4887  0.5228
H  6.7660  0.0622  5.6665
H  6.8062  -1.2550  3.1934
S  -3.9945  -2.3973  -0.1283
C  1.9594  -1.8674  2.9899
C  -3.2113  -2.6338  -2.6930
H  0.9501  4.3510  3.4493
H  -3.4701  -2.2832  2.8475
C  -6.0542  3.1138  0.9955
C  0.2959  3.0334  1.8077
H  -3.1012  2.0696  -2.6721
H  -3.7545  -2.7702  6.2792
N  4.0906  0.5088  3.7595
H  -2.3682  3.5488  -2.0268
F  -5.1043  5.2476  1.4941
N  0.7855  1.8590  1.3480
H  -6.4896  1.2236  0.3241
O  -4.7553  0.7457  -1.3795
H  -0.4604  -0.1448  7.1297
N  -5.8609  1.9992  0.1663
C  -2.8558  2.6118  -1.7617
H  5.3934  1.1396  5.9814
C  -2.5098  -1.5649  -0.4333
H  1.0289  -3.8489  3.2989
C  -4.1374  4.0173  -0.2106
S  -2.0283  -1.3912  -2.0970
C  -1.5719  -0.7614  2.7095
C  2.1018  0.2973  -1.8685
H  -1.2700  -3.8227  1.2490
C  -1.8825  1.7728  -0.9617
C  -5.0589  4.1557  0.7363
C  5.0292  -0.6170  2.0720
H  -0.6396  4.0640  0.1923
C  -2.8265  -1.8794  4.5852
H  -3.3783  -2.4491  -3.7531
H  -3.4111  4.7962  -0.3977
C  -0.8499  3.7860  1.2283
C  5.6847  0.1645  5.5953
N  -1.7879  -1.1216  0.5417
N  2.7930  0.3938  0.2102
C  2.0410  2.4804  3.0480
N  0.9208  -1.4268  1.1049
H  2.6361  -1.6893  3.8124
O  -6.9414  3.1558  1.8029
C  -2.1289  -1.4841  6.8560
H  -4.9940  -1.5440  -2.1072
H  5.2349  -0.5967  6.2347
C  0.5043  -2.6545  1.5183
C  3.4676  0.5792  -1.8799
N  3.9710  0.1545  2.4460
N  -2.2453  -1.4018  1.8112
H  4.8204  0.8411  -0.1306

The total energy is -91786.3860 eV. Its expectation value of S² is 0.7539. Its multiplicity is 2. As for the charge: +1. The HOMO energy (spin up / spin down) is -10.65 / -10.64 eV. Its gap between HOMO and LUMO (spin up / spin down) is 6.528 / 6.281 eV. The calculation puts the energy above the lowest of the compared OMol25 structures with the same formula, charge and spin at 11.1 kcal/mol.

***

Density functional theory data (ωB97M-V/def2-TZVPD) for C32H33BN7O2W as an isolated structure.

Atoms and positions in Å:
H  0.0386  -1.8922  -1.5133
H  -1.4548  -3.8994  -0.6230
H  2.0594  2.2448  4.3257
H  5.1641  0.3403  1.9512
C  0.4269  3.7697  -0.9599
C  2.0281  1.1812  4.5574
C  -1.7786  -3.3674  0.2623
H  3.0286  1.9251  1.8926
H  -4.0600  2.5630  -3.6984
C  -0.1286  2.5441  -1.2329
H  -2.8318  -1.6608  3.5855
H  1.6749  1.0592  5.5782
H  2.9415  -4.6135  -4.4274
H  1.9887  5.5284  0.4769
C  -1.9105  -0.0166  -3.3091
C  1.1369  0.4536  3.6171
C  -3.4178  -2.9515  1.9664
H  0.0460  0.1596  -2.4698
N  2.8010  0.2108  0.4032
B  2.1879  1.3216  1.3171
H  -0.9270  -3.3265  -3.1164
H  -5.1266  2.7458  1.1439
H  3.0440  0.7876  4.5016
C  2.9337  -3.1464  -2.8726
C  -3.0603  -3.5470  0.7628
C  -2.5318  -2.1303  2.6572
H  -2.3782  3.7052  -2.3077
H  -1.7471  -1.0356  -3.6320
H  4.9688  -1.6739  -1.1305
C  -0.9509  0.6303  -2.5392
H  -5.3202  1.6390  2.3479
W  -0.0398  -0.2920  -0.2579
C  -2.5849  1.0130  0.8027
H  5.2416  1.5694  0.6847
C  -1.1078  1.9797  -2.1638
C  -3.1921  2.0144  -3.3552
C  -0.8760  -2.5528  0.9453
C  -1.2636  -1.9124  2.1440
C  4.0700  -0.1448  0.1880
H  0.2461  4.7136  -1.4448
H  4.0136  -3.1101  -2.8244
N  0.2968  -0.2191  1.7098
N  1.2102  0.6048  2.2900
H  6.1532  0.0676  0.5153
C  0.7799  -2.4376  -2.1571
N  -4.6587  1.9986  1.6587
H  0.4861  -4.7334  -4.6008
H  -3.8379  2.4108  2.1444
C  2.1637  -2.3434  -2.0350
H  -4.4555  -0.0458  1.1089
C  -0.3302  -0.9225  2.6848
C  2.7749  -1.4182  -1.0867
C  1.3672  3.5419  0.0686
H  -3.7919  0.1993  -4.3242
C  2.3276  -3.9970  -3.7853
N  1.9712  -0.5749  -0.3758
O  -2.0518  1.8034  1.5556
C  4.0877  -1.1830  -0.7558
H  0.1874  -2.6421  0.7083
H  -4.4019  -3.1357  2.3788
H  -3.7616  -4.1918  0.2513
H  3.3091  4.3704  0.3319
C  -4.1145  0.9228  0.7510
O  -2.0101  0.1181  0.0604
C  0.1517  -3.2738  -3.0617
C  5.2212  0.4964  0.8738
H  2.3085  4.3849  1.7881
C  0.1478  -0.5072  3.9055
C  0.9471  -4.0649  -3.8868
N  0.4146  1.6243  -0.3900
C  2.2940  4.5108  0.7068
N  1.3420  2.2470  0.3909
H  -0.1086  -0.8642  4.8882
H  -4.4881  1.0815  -0.2571
C  -2.2382  2.6674  -2.5820
C  -3.0449  0.6782  -3.7060

The total energy is -50725.9233 eV. Its multiplicity is 1. As for the charge: +3. The HOMO energy (spin up / spin down) is -16.57 / -16.57 eV. Its gap between HOMO and LUMO (spin up / spin down) is 6.806 / 6.779 eV.

***

> The highest multiplicity belongs to which entry?

C32H33AsNO5PPd